## P
Here is the molecule C2H9N3O from the OMol25 dataset. Energies are from ωB97M-V/def2-TZVPD.

```
! wB97M-V def2-TZVPD RIJCOSX def2/J DEFGRID3
* xyz 0 1
C -0.47399 -0.45615 -0.53094
C -0.10476 -0.49208 0.97195
N 1.89138 0.79438 0.90695
N -0.51682 0.89071 -1.05730
N -1.81452 -0.91382 -0.79631
O 1.32081 -0.52575 1.16586
H 0.25311 -1.04984 -1.09645
H 2.26421 1.02752 1.83065
H 2.70889 0.53894 0.34777
H 0.27591 1.38915 -0.63298
H -2.44093 -0.32100 -0.25302
H -0.30184 0.85992 -2.05074
H -2.02502 -0.66731 -1.76024
H -0.48887 -1.41568 1.42040
H -0.54755 0.34100 1.53440
*
```

Values from the calculation:
Frontier orbital gap, eV: 10.00
HOMO energy, eV: -9.0
SMILES string: NOCC(N)N

=====

## Q
Here is a cluster of 2 separate species, C2H9N3O in total from the OMol25 dataset. Energies are from ωB97M-V/def2-TZVPD.

```
! wB97M-V def2-TZVPD RIJCOSX def2/J DEFGRID3
* xyz 0 1
C 1.60347 -0.25465 0.81065
C 0.83854 -0.27764 -0.52799
N -1.07706 0.55274 0.98164
N -1.95208 -0.32222 -1.03921
N -1.09516 -0.50264 0.07804
O 0.93245 0.78214 -1.30373
H 1.26786 0.56663 1.50563
H 2.66726 -0.34930 0.75760
H 1.38932 -1.21526 1.27321
H 1.09135 -1.22154 -0.89211
H -1.57126 1.35313 0.64542
H -1.48566 0.17360 1.79861
H -1.95123 -1.20738 -1.54132
H -1.57928 0.31092 -1.73047
H 0.92148 1.61147 -0.81597
*
```

Values from the calculation:
Frontier orbital gap, eV: 8.35
HOMO energy, eV: -7.5

=====

## R
Here is a cluster of 3 separate species, C2H9N3O in total from the OMol25 dataset. Energies are from ωB97M-V/def2-TZVPD.

```
! wB97M-V def2-TZVPD RIJCOSX def2/J DEFGRID3
* xyz 0 1
C 1.09993 1.16821 0.00308
N 1.96334 0.80963 1.07505
C -1.57584 -0.26777 -1.36165
N -1.63474 0.19980 -0.13102
N -0.54377 -0.87106 -1.93524
H 0.73179 0.21722 -0.39551
H 1.75103 1.61121 -0.76939
H 0.20100 1.81040 0.19064
H 2.25804 1.65421 1.56589
H -1.02273 -0.34337 0.48345
H 0.78150 -1.68518 2.19947
H -2.51139 -0.24835 -1.93769
H -0.87004 -1.59474 -2.57506
H 0.93669 -0.17394 1.64721
O 0.27843 -0.93511 1.87952
*
```

Values from the calculation:
Frontier orbital gap, eV: 4.22
HOMO energy, eV: -8.1

=====

Best to worst by energy: P, Q, R.

=====

## P
Here is a structure of composition C13H20BrF3N2O5P2PtS from the OMol25 dataset. Energies are from ωB97M-V/def2-TZVPD.

```
! wB97M-V def2-TZVPD RIJCOSX def2/J DEFGRID3
* xyz 2 5
Pt 0.24030 -0.12823 0.69215
C -2.89748 -1.38340 0.75960
P -2.03055 0.03624 0.04599
C -2.84646 1.51640 0.67790
C -2.49446 0.03535 -1.72999
C -1.94400 -1.10203 -2.59498
P -0.18822 -0.94683 -3.07671
C -0.02909 0.32284 -4.35408
C 0.40763 -2.53324 -3.66557
H -3.95712 -1.37290 0.50119
H -2.79148 -1.34480 1.84389
H -2.44416 -2.31223 0.41367
H -3.91759 1.46902 0.47590
H -2.42752 2.40422 0.20559
H -2.68886 1.58455 1.75418
H -2.23392 1.00949 -2.15191
H -3.58644 -0.02152 -1.71868
H -2.46857 -1.11637 -3.55769
H -2.09845 -2.07663 -2.12855
H 0.34057 -0.14735 -5.26609
H 0.67380 1.09539 -4.04559
H -1.00386 0.77647 -4.53682
H -0.26849 -2.88402 -4.45106
H 0.43960 -3.26098 -2.85621
H 1.41019 -2.41153 -4.07453
O 1.40808 3.95684 5.32163
C 1.05017 3.03515 4.44264
C 0.65627 1.73565 4.78065
C 0.31270 0.86445 3.77666
N 0.33489 1.21458 2.48201
C 0.71076 2.45895 2.17631
Br 0.73201 2.81639 0.32287
C 1.07450 3.40607 3.09223
H 1.37534 3.63994 6.23419
H 0.62476 1.41122 5.81212
H 0.00165 -0.14825 3.99572
H 1.37951 4.40172 2.80499
F 4.30146 -2.45266 -0.62813
C 4.06091 -1.34919 -1.31529
F 3.89313 -1.64556 -2.60007
F 5.04855 -0.49270 -1.17120
S 2.48033 -0.60240 -0.72327
O 2.62566 -0.26648 0.70163
O 2.18568 0.51415 -1.58311
O 1.49200 -1.70658 -0.87215
O 1.82692 -3.52551 1.93849
C 1.05162 -2.67916 1.91398
N 0.17775 -1.79453 1.93552
*
```

Values from the calculation:
⟨S²⟩: 6.019
Frontier orbital gap (spin up / spin down), eV: 9.65 / 5.68
HOMO energy (spin up / spin down), eV: -14.7 / -15.6

=====

## Q
Here is a structure of composition C13H20BrF3N2O5P2PtS from the OMol25 dataset. Energies are from ωB97M-V/def2-TZVPD.

```
! wB97M-V def2-TZVPD RIJCOSX def2/J DEFGRID3
* xyz 2 5
Pt 0.16600 -0.59030 -0.17340
C -0.52410 -1.11060 3.75370
P 0.11090 0.12730 2.59350
C -0.68400 1.72570 2.96500
C 1.92680 0.30880 2.90650
C 2.68310 0.97740 1.76270
P 2.55030 0.08590 0.15230
C 3.59940 -1.39030 0.28850
C 3.44380 1.20600 -0.97550
H -0.17790 -0.89740 4.76750
H -0.17560 -2.09420 3.44330
H -1.61280 -1.09710 3.72230
H -0.58950 1.93200 4.03240
H -1.73790 1.64840 2.70710
H -0.24690 2.53330 2.38090
H 2.34090 -0.68010 3.11710
H 2.02560 0.92730 3.80420
H 3.75140 1.02780 2.00630
H 2.31930 1.99670 1.59410
H 4.62500 -1.06640 0.47600
H 3.55600 -1.96900 -0.63470
H 3.24820 -2.02930 1.09630
H 4.47760 1.26250 -0.63230
H 3.01180 2.20370 -0.94160
H 3.44080 0.84230 -2.00160
O -0.58150 2.06400 -5.92870
C -0.30400 1.47050 -4.79640
C -0.00850 0.10150 -4.64540
C 0.23690 -0.40130 -3.38790
N 0.21580 0.36500 -2.29880
C -0.04680 1.66480 -2.42990
Br 0.00030 2.66630 -0.83010
C -0.30160 2.26770 -3.63160
H -0.61860 1.48840 -6.70870
H 0.02220 -0.56100 -5.49650
H 0.46460 -1.44710 -3.22900
H -0.51930 3.32120 -3.70990
F -0.92420 -5.11650 1.12260
C 0.06500 -4.92300 0.26900
F -0.14900 -5.59060 -0.84270
F 1.21140 -5.29750 0.81400
S 0.12980 -3.08040 -0.02380
O 0.55090 -2.51970 1.27100
O 1.11430 -2.73010 -1.03620
O -1.19900 -2.63960 -0.37950
O -3.86040 -0.52730 -0.36050
C -2.77880 -0.25410 -0.08380
N -1.70180 0.16130 0.26790
*
```

Values from the calculation:
⟨S²⟩: 6.024
Frontier orbital gap (spin up / spin down), eV: 9.27 / 5.39
HOMO energy (spin up / spin down), eV: -14.5 / -15.8

=====

Best to worst by energy: P, Q.

=====

## P
Here is a structure of composition H10O5Rb from the OMol25 dataset. Energies are from ωB97M-V/def2-TZVPD.

```
! wB97M-V def2-TZVPD RIJCOSX def2/J DEFGRID3
* xyz 1 1
Rb 8.65384 17.82693 21.34933
O 6.13648 16.65502 22.18186
H 5.37437 17.19493 22.01978
H 6.10598 15.84262 21.67978
O 8.53589 16.38821 18.96675
H 7.89751 15.74836 18.58646
H 8.55417 17.09674 18.36496
O 10.28271 19.08207 19.33319
H 9.73728 18.89527 18.55932
H 11.16761 19.06879 18.99654
O 6.63373 18.64837 19.49195
H 6.83452 19.29274 18.82062
H 5.93156 18.03119 19.24920
O 9.44199 15.16929 21.56195
H 8.91949 14.76024 20.89102
H 10.27344 14.70411 21.44677
*
```

Values from the calculation:
Frontier orbital gap, eV: 11.88
HOMO energy, eV: -15.4

=====

## Q
Here is a structure of composition H10O5Rb from the OMol25 dataset. Energies are from ωB97M-V/def2-TZVPD.

```
! wB97M-V def2-TZVPD RIJCOSX def2/J DEFGRID3
* xyz 1 1
Rb -1.11304 0.25524 -0.11274
O 2.77000 -2.46903 1.20900
H 3.07685 -1.95354 1.95489
H 3.55010 -2.92771 0.89711
O -2.04748 3.24414 -3.80581
H -1.61656 4.09834 -3.83514
H -1.45194 2.65872 -4.27364
O 1.06547 0.32833 -4.71145
H 1.27905 -0.48878 -5.16195
H 1.67482 0.96997 -5.07645
O -0.71868 -3.85105 3.17634
H 0.08210 -3.69926 2.67440
H -0.41554 -4.00443 4.07122
O -1.82234 2.29713 4.27509
H -2.77788 2.34171 4.30978
H -1.53493 3.20023 4.40934
*
```

Values from the calculation:
Frontier orbital gap, eV: 10.02
HOMO energy, eV: -13.9

=====

Best to worst by energy: P, Q.

=====

## P
Here is a structure of composition C13H30GeN5O7SW from the OMol25 dataset. Energies are from ωB97M-V/def2-TZVPD.

```
! wB97M-V def2-TZVPD RIJCOSX def2/J DEFGRID3
* xyz 2 4
W -0.42636 -0.90065 -0.17771
C -1.46365 1.66566 -2.78601
C -0.76285 2.12568 -1.52536
C 0.27501 3.18916 -1.83294
C -1.72218 2.53416 -0.42889
O 0.05683 0.92603 -1.02592
Ge 1.27335 1.27154 0.39067
O 2.54155 0.25808 -0.68497
C 3.87926 0.31091 -0.82407
C 4.30999 -0.90440 0.25162
C 4.31046 -0.23286 -2.18454
C 4.53049 1.60508 -0.38816
O -1.30277 -0.31648 1.31458
C -1.56754 -0.21672 2.76931
C -1.73707 -1.63458 3.28002
C -0.38217 0.48499 3.40203
C -2.84605 0.59223 2.87435
H -1.79486 2.54271 -3.34294
H -2.34225 1.06538 -2.56180
H -0.78279 1.10149 -3.42235
H -0.22517 4.10178 -2.15690
H 0.94920 2.86655 -2.62611
H 0.85646 3.47035 -0.94421
H -2.38390 3.31136 -0.81325
H -1.20438 2.95184 0.43952
H -2.34023 1.69434 -0.11214
H 3.90045 -1.83761 -0.11747
H 3.93430 -0.64663 1.23651
H 5.39689 -0.86759 0.19923
H 3.74794 -1.12883 -2.43785
H 5.37570 -0.45223 -2.18414
H 4.11317 0.54026 -2.93008
H 4.29397 1.85265 0.64891
H 4.19729 2.41500 -1.04102
H 5.61288 1.53267 -0.47692
H -0.82532 -2.21240 3.14121
H -2.56243 -2.13195 2.77180
H -1.96476 -1.60255 4.34576
H 0.53721 -0.07535 3.22442
H -0.52962 0.54543 4.48064
H -0.29005 1.50948 3.03363
H -3.66267 0.08647 2.36012
H -2.71377 1.59069 2.45659
H -3.11615 0.70005 3.92495
O -0.66746 -2.98779 0.50901
S 0.84248 -2.95540 0.40406
O 1.60730 -4.06452 0.78903
O 0.98177 -2.38422 -0.99266
O 1.08873 -1.62145 1.16239
N -4.48883 -1.74560 -0.10147
N -3.41473 -1.98522 -0.92655
N -3.20585 -3.07990 -1.62047
C -2.07972 -2.82154 -2.26100
N -1.65726 -1.56258 -2.00964
N -2.52141 -1.05122 -1.13910
H -5.21712 -1.27128 -0.63022
H -4.83413 -2.64569 0.22066
H -1.57718 -3.50478 -2.92417
*
```

Values from the calculation:
⟨S²⟩: 3.768
Frontier orbital gap (spin up / spin down), eV: 6.92 / 6.78
HOMO energy (spin up / spin down), eV: -14.2 / -16.7

=====

## Q
Here is a structure of composition C13H30GeN5O7SW from the OMol25 dataset. Energies are from ωB97M-V/def2-TZVPD.

```
! wB97M-V def2-TZVPD RIJCOSX def2/J DEFGRID3
* xyz 2 4
W 0.26122 -0.34046 -0.06696
C -2.49657 -2.75912 -1.17710
C -2.72607 -1.48664 -0.37273
C -3.53035 -1.79339 0.87781
C -3.40340 -0.43651 -1.24624
O -1.43576 -0.91366 0.08650
Ge -1.18893 1.81454 -0.36117
O 0.13998 1.02235 -1.49107
C 0.86360 1.74486 -2.63025
C 2.36155 1.67673 -2.39140
C 0.45131 1.03423 -3.90736
C 0.37509 3.18127 -2.58812
O 0.15889 1.32182 1.02897
C -0.21000 1.31333 2.48297
C -1.56546 1.99033 2.62245
C -0.27954 -0.14814 2.97485
C 0.88056 2.08723 3.20540
H -3.45906 -3.15089 -1.49936
H -1.90368 -2.56093 -2.06464
H -2.00557 -3.51948 -0.57430
H -4.47944 -2.24374 0.59259
H -2.99431 -2.50067 1.51098
H -3.74131 -0.88776 1.44938
H -4.31274 -0.84607 -1.68075
H -3.68406 0.44639 -0.66440
H -2.73718 -0.14995 -2.06792
H 2.73991 0.67173 -2.56292
H 2.87181 2.34568 -3.08390
H 2.59609 2.00526 -1.37926
H 0.60060 -0.03916 -3.81047
H -0.59748 1.22968 -4.13584
H 1.05427 1.39421 -4.73971
H 0.66526 3.65854 -1.64562
H 0.81596 3.73896 -3.41089
H -0.71360 3.22260 -2.69140
H -2.35696 1.39101 2.15626
H -1.81348 2.11739 3.67375
H -1.54659 2.98412 2.16365
H -0.63922 -0.83114 2.18658
H 0.68921 -0.48203 3.33406
H -0.97866 -0.22260 3.80722
H 0.93593 3.10858 2.82627
H 0.66449 2.12712 4.27244
H 1.84559 1.60387 3.05935
O 0.52136 -1.48686 -1.66727
S 1.02520 -2.72821 -0.97425
O 2.57401 -2.59776 -1.11005
O 0.66618 -2.35642 0.43013
O 0.60318 -3.96378 -1.46242
N 3.26730 -1.00107 3.06189
N 2.76295 -1.39433 1.84939
N 3.52205 -2.06611 1.00377
C 3.23481 -1.59429 -0.28276
N 2.33871 -0.42910 -0.11840
N 2.02111 -0.35200 1.15180
H 4.27906 -1.06086 3.07530
H 2.87638 -1.54881 3.81808
H 4.13582 -1.33991 -0.84294
*
```

Values from the calculation:
⟨S²⟩: 3.764
Frontier orbital gap (spin up / spin down), eV: 6.67 / 8.25
HOMO energy (spin up / spin down), eV: -14.5 / -16.9

=====

Best to worst by energy: P, Q.

=====

## P
Here is the ion C6H9N2S with charge +1 from the OMol25 dataset. Energies are from ωB97M-V/def2-TZVPD.

```
! wB97M-V def2-TZVPD RIJCOSX def2/J DEFGRID3
* xyz 1 1
C -0.75301 0.86885 -1.36723
C -1.95623 0.89060 -0.72648
C 0.13206 0.02933 1.11944
C 0.33949 -0.84358 -0.05450
C 0.46782 1.35591 1.63592
C 1.14619 -2.13203 -0.19705
N -0.83810 -0.75096 0.78704
N 0.35657 0.10345 -1.00390
S -2.55581 -0.19959 0.46956
H -0.46640 1.52411 -2.12485
H -2.75562 1.42217 -1.08681
H 1.29256 1.25828 2.39602
H -0.50034 1.90152 1.86600
H 0.90058 1.83117 0.77558
H 1.53857 -2.35198 0.84712
H 1.95134 -1.92078 -0.98350
H 0.61370 -3.13528 -0.60489
H 1.08664 0.14881 -1.74748
*
```

Values from the calculation:
Frontier orbital gap, eV: 7.62
HOMO energy, eV: -12.4
SMILES string: CC1=[N+]2SC=CN[C@@]12C

=====

## Q
Here is a structure of composition C6H9N2S from the OMol25 dataset. Energies are from ωB97M-V/def2-TZVPD.

```
! wB97M-V def2-TZVPD RIJCOSX def2/J DEFGRID3
* xyz 1 1
C -2.28618 1.24917 0.10162
C -1.35410 0.26492 0.25257
C -2.08845 -1.01392 0.07885
C -1.18159 -2.07944 0.29345
C 0.16480 0.13768 0.28907
C 0.76228 1.55110 0.01249
N -3.39656 -0.92660 -0.10983
N 0.58662 -1.08137 -0.43288
S -3.89635 0.59942 -0.05347
H -2.05588 2.33339 0.09323
H -0.65572 -2.17808 1.23090
H -1.28621 -2.92595 -0.35372
H 0.35179 -0.21607 1.24962
H 1.75902 1.67441 -0.04013
H 0.45567 2.30918 0.72776
H 0.47517 1.86639 -0.89993
H 1.37533 -1.49824 0.02963
H 0.51119 -0.91960 -1.42215
*
```

Values from the calculation:
Frontier orbital gap (spin up / spin down), eV: 8.04 / 8.04
HOMO energy (spin up / spin down), eV: -13.6 / -13.6

=====

Best to worst by energy: Q, P.